# C3H10O2

A 2-piece molecular cluster, C3H10O2 overall in a non-equilibrium geometry (wB97M-V/def2-TZVPD, the Open Molecules 2025 dataset).

Values from the calculation:
relative energy (zero: lowest compared OMol25 entry of this formula, charge and spin)	19.4	kcal per mole
SMILES	CCO.CO
total charge	0
2S+1	1
F_max	1.9	eV/A

CARTESIAN COORDINATES (ANGSTROEM)
C 0.86110 0.94669 -1.30867
C 0.13465 -0.16017 -2.02652
O -0.25826 -1.20252 -1.14647
H 0.16738 1.64777 -0.84266
H 1.25604 1.61741 -2.08735
H 1.57202 0.59577 -0.57384
H -0.75552 0.20539 -2.53577
H 0.81776 -0.58555 -2.76658
H -0.05783 -0.89527 -0.25238
C -0.98152 -0.34101 2.32504
O 0.23602 -0.12281 1.59811
H -1.71568 0.37361 1.96246
H -0.81749 -0.34993 3.39301
H -1.41797 -1.32103 2.08629
H 0.95932 -0.40835 2.17534